1.
Below is C14H39BInN2O2 as an isolated structure at a distorted geometry, with properties calculated with ωB97M-V/def2-TZVPD.

Values from the calculation:
- ΔE to the lowest compared entry with this formula, charge and spin: 1.429 eV
- HOMO level: -3.619 eV
- LUMO: 2.265 eV
- Total charge: -1
- HOMO-LUMO gap: 5.88 eV
- Strongest force on any atom: 0.05768 hartree/bohr
- Total energy: -28074.20699 eV

XYZ file:
```
59
C14H39BInN2O2 (ωB97M-V/def2-TZVPD)
C -6.7699 0.6791 1.2251
C -5.7486 1.9220 0.8353
B -4.5388 2.1661 1.9269
O -3.3105 1.3396 1.8630
In -4.8593 3.8558 3.4756
O -6.6355 4.8770 2.8659
H -6.5152 -0.2929 0.5847
H -6.7773 0.4572 2.3781
H -7.8736 0.9849 0.8882
H -6.4242 2.9045 0.8710
H -5.2633 1.7966 -0.2250
H -2.8461 1.5940 0.9890
H -3.5269 5.0826 3.2585
H -4.9626 3.1931 5.1411
H -6.4097 5.1145 1.8996
C 0.7766 -0.1109 -1.3220
C -0.3465 0.2871 -2.2755
N -0.6345 1.7233 -2.2937
C -1.8783 2.0555 -2.9972
C -1.9393 1.7715 -4.4954
C 0.4958 2.6090 -2.5791
C 1.2337 2.4121 -3.9000
H 0.5665 0.2271 -0.3020
H 0.8751 -1.2016 -1.2995
H 1.7430 0.2962 -1.6339
H -1.2433 -0.2505 -1.9508
H -0.1072 -0.0894 -3.2768
H -2.1203 3.1125 -2.8280
H -2.6969 1.5043 -2.5155
H -1.3718 2.5097 -5.0670
H -2.9774 1.8342 -4.8386
H -1.5733 0.7734 -4.7469
H 1.2244 2.5093 -1.7664
H 0.1666 3.6564 -2.5141
H 1.4196 1.3594 -4.1267
H 2.2091 2.9091 -3.8529
H 0.6920 2.8579 -4.7350
C 1.8699 -4.2497 0.9908
C 3.0211 -4.0612 1.9747
N 4.3086 -3.7698 1.3399
C 5.4438 -3.8599 2.2648
C 5.5006 -2.8556 3.4125
C 4.3393 -2.6240 0.4290
C 3.9421 -1.2621 0.9908
H 2.0980 -5.0348 0.2625
H 0.9648 -4.5475 1.5312
H 1.6370 -3.3275 0.4503
H 3.1083 -4.9932 2.5428
H 2.7423 -3.2852 2.6970
H 6.3810 -3.8003 1.6967
H 5.4475 -4.8688 2.6985
H 5.8102 -1.8670 3.0655
H 6.2438 -3.1809 4.1481
H 4.5454 -2.7630 3.9345
H 3.6838 -2.8433 -0.4216
H 5.3394 -2.5396 -0.0208
H 3.0520 -1.3096 1.6229
H 3.7160 -0.5769 0.1661
H 4.7526 -0.8101 1.5637
```


2.
Below is C14H39FeO7 as an isolated structure at a distorted geometry, with properties calculated with ωB97M-V/def2-TZVPD.

Values from the calculation:
- Multiplicity: 7
- HOMO level (alpha / beta): -0.777 / -4.265 eV
- <S²>: 12.014
- LUMO (alpha / beta): 2.296 / 2.296 eV
- Total charge: -1
- HOMO-LUMO gap (alpha / beta): 3.07 / 6.56 eV
- Strongest force on any atom: 0.08051 hartree/bohr
- Total energy: -63864.36989 eV

XYZ file:
```
61
C14H39FeO7 (ωB97M-V/def2-TZVPD)
Fe -27.4726 6.1562 -20.8980
C -23.7700 8.0303 -22.1859
C -25.3173 8.4817 -22.3065
O -26.2724 7.5746 -21.7954
H -23.2297 8.9579 -22.3748
H -23.5922 7.2302 -22.9044
H -23.6600 7.7891 -21.1286
H -25.4840 8.6610 -23.3687
H -25.4058 9.4498 -21.8135
C -29.7947 7.0705 -17.8336
C -29.7399 7.8559 -19.1382
O -28.9395 7.4473 -20.2162
H -30.2508 6.0825 -17.7704
H -30.3850 7.6730 -17.1433
H -28.8357 7.0356 -17.3168
H -29.5351 8.9046 -18.9227
H -30.7317 8.0206 -19.5595
C -27.6415 6.1863 -24.9503
C -28.2593 5.1982 -23.9266
O -28.5259 5.7785 -22.6619
H -27.6179 5.6036 -25.8712
H -26.6549 6.6210 -24.7898
H -28.3413 7.0066 -25.1102
H -27.5457 4.3843 -23.7978
H -29.1323 4.8148 -24.4548
C -23.7275 6.7317 -26.5270
C -22.4280 6.0909 -27.0966
O -22.8762 5.3219 -28.2027
H -23.6360 7.3708 -25.6488
H -24.3592 5.9254 -26.1542
H -24.3024 7.3224 -27.2403
H -22.1613 5.3610 -26.3323
H -21.6599 6.8114 -27.3776
H -23.1109 5.8959 -28.9356
C -30.6975 5.1460 -27.2792
C -31.6078 5.8908 -26.3067
O -31.0675 7.1228 -25.9162
H -31.2420 4.3571 -27.7981
H -29.8821 4.6702 -26.7343
H -30.3906 5.9797 -27.9107
H -31.7408 5.2754 -25.4168
H -32.6216 5.9752 -26.6982
H -31.2070 7.7099 -26.6628
C -24.4907 3.0992 -22.5511
C -25.4575 3.4958 -21.4262
O -25.9141 4.8604 -21.5694
H -23.7402 3.7950 -22.9261
H -24.8869 2.9370 -23.5535
H -24.0645 2.1196 -22.3349
H -24.9575 3.2897 -20.4798
H -26.2771 2.7775 -21.4459
H -25.2509 5.3774 -22.0325
C -27.5693 7.6184 -28.1738
C -28.5568 8.4720 -29.0649
O -29.7201 8.6682 -28.2676
H -26.5347 7.5741 -28.5141
H -28.0090 6.6450 -27.9564
H -27.5451 8.1207 -27.2068
H -28.8413 7.9939 -30.0022
H -28.1968 9.4622 -29.3442
H -30.2647 9.3547 -28.6594
```